# C2H3NOS2

A single C2H3NOS2 molecule in a non-equilibrium geometry (ωB97M-V/def2-TZVPD, the Open Molecules 2025 dataset).

Summary:
Kohn-Sham gap ... 8.0 eV
E_LUMO ... -1.15 eV
Total energy ... -1004.3722 Eh

Structure (ORCA input):
```
! RIJCOSX wB97M-V def2-TZVPD def2/J DEFGRID3
* xyz 0 1
N 1.27 -0.76 -0.80
C 0.28 0.17 -0.73
O 0.00 0.99 -1.55
C -0.54 -0.01 0.59
S -0.19 -0.94 1.84
S -2.01 0.98 0.39
H 1.49 -1.17 0.06
H 2.03 -0.57 -1.42
H -2.34 1.32 1.61
*
```


# C35H34GaNO7P

A molecular structure, C35H34GaNO7P in a non-equilibrium geometry (ωB97M-V/def2-TZVPD, the Open Molecules 2025 dataset).

Summary:
Kohn-Sham gap ... 4.1 eV
E_LUMO ... 0.52 eV
Total energy ... -4201.7669 Eh

Structure (ORCA input):
```
! RIJCOSX wB97M-V def2-TZVPD def2/J DEFGRID3
* xyz -1 1
C -6.31 0.66 1.71
C -5.76 -0.57 2.42
O -6.12 -0.83 3.56
N -4.73 -1.34 1.79
C -5.00 -1.71 0.39
C -3.45 -0.59 1.92
C -2.25 -1.47 2.30
C -1.34 -0.84 3.36
C 0.05 -0.51 2.80
Ga 0.19 1.13 1.59
P -1.29 2.89 2.24
O -0.74 4.14 1.24
O -2.79 2.53 1.54
H -7.11 1.05 2.32
H -5.51 1.39 1.63
H -6.70 0.45 0.72
H -5.70 -1.05 -0.11
H -5.32 -2.74 0.32
H -4.07 -1.64 -0.16
H -3.26 -0.04 1.00
H -3.58 0.16 2.69
H -2.61 -2.45 2.60
H -1.66 -1.61 1.39
H -1.77 0.07 3.77
H -1.23 -1.56 4.18
H 0.45 -1.37 2.26
H 0.74 -0.33 3.63
H -0.10 0.82 0.02
H 1.66 1.76 1.80
H -0.71 3.79 0.35
H -2.67 2.07 0.71
C 6.62 -2.73 0.93
C 8.00 -2.54 1.01
C 8.51 -1.46 1.71
C 7.65 -0.56 2.32
C 6.27 -0.74 2.22
C 5.76 -1.83 1.53
C 5.32 0.23 2.84
O 4.12 0.07 2.78
C 5.89 1.41 3.55
C 5.02 2.36 4.07
C 5.53 3.46 4.74
C 6.91 3.61 4.89
C 7.78 2.67 4.36
C 7.27 1.57 3.68
C 8.22 0.59 3.09
O 9.42 0.71 3.22
H 6.22 -3.57 0.38
H 8.67 -3.24 0.53
H 9.58 -1.31 1.79
H 4.68 -1.96 1.47
H 3.96 2.23 3.95
H 4.86 4.20 5.15
H 7.30 4.47 5.42
H 8.85 2.79 4.47
C -6.07 1.70 -5.01
C -5.86 1.69 -6.39
C -4.83 0.94 -6.93
C -4.00 0.20 -6.10
C -4.20 0.23 -4.72
C -5.24 0.97 -4.18
C -3.30 -0.53 -3.81
O -3.47 -0.53 -2.61
C -2.16 -1.29 -4.41
C -1.28 -1.95 -3.57
C -0.22 -2.67 -4.11
C -0.06 -2.73 -5.49
C -0.94 -2.07 -6.33
C -1.99 -1.34 -5.79
C -2.90 -0.61 -6.71
O -2.77 -0.67 -7.91
H -6.87 2.28 -4.59
H -6.50 2.27 -7.04
H -4.67 0.93 -8.00
H -5.39 0.97 -3.11
H -1.41 -1.89 -2.50
H 0.47 -3.17 -3.45
H 0.77 -3.30 -5.91
H -0.81 -2.11 -7.40
*
```


# C19H22N2O3

A single C19H22N2O3 molecule (ωB97M-V/def2-TZVPD, the Open Molecules 2025 dataset).

Summary:
Kohn-Sham gap ... 9.6 eV
E_LUMO ... 0.51 eV
Total energy ... -1072.4857 Eh

Structure (ORCA input):
```
! RIJCOSX wB97M-V def2-TZVPD def2/J DEFGRID3
* xyz 0 1
C 4.48 2.70 1.42
C 4.07 2.33 2.84
C 4.45 0.90 3.20
N 3.78 -0.06 2.36
C 4.42 -0.86 1.49
O 5.62 -0.94 1.38
C 3.49 -1.74 0.64
O 2.15 -1.32 0.76
C 1.18 -2.01 0.09
C 1.41 -3.13 -0.71
C 0.34 -3.76 -1.31
C -0.95 -3.30 -1.14
C -1.18 -2.17 -0.35
C -2.59 -1.71 -0.18
O -3.53 -2.48 -0.17
N -2.74 -0.37 -0.04
C -4.04 0.26 0.05
C -4.36 1.04 -1.19
C -4.63 2.40 -1.14
C -4.91 3.11 -2.29
C -4.92 2.46 -3.52
C -4.65 1.10 -3.58
C -4.38 0.40 -2.43
C -0.12 -1.53 0.26
H 4.21 3.73 1.20
H 3.98 2.05 0.70
H 5.55 2.58 1.30
H 4.56 3.00 3.55
H 2.99 2.46 2.96
H 4.21 0.69 4.24
H 5.52 0.74 3.04
H 2.77 -0.05 2.33
H 3.61 -2.78 1.00
H 3.84 -1.69 -0.39
H 2.40 -3.51 -0.86
H 0.52 -4.63 -1.92
H -1.79 -3.80 -1.59
H -1.95 0.23 -0.19
H -4.07 0.90 0.93
H -4.76 -0.56 0.18
H -4.62 2.91 -0.18
H -5.12 4.17 -2.24
H -5.13 3.02 -4.42
H -4.66 0.60 -4.53
H -4.18 -0.66 -2.47
H -0.26 -0.68 0.91
*
```


Question: Which of these has the highest E_LUMO?
Answer: C35H34GaNO7P